Record 1
Below is a structure of composition H12O34Pb2S7Zn3 in a non-equilibrium geometry, with properties calculated with ωB97M-V/def2-TZVPD.

Element x y z (Å)
Zn1 0.78967 2.71033 2.33900
Zn2 0.06297 1.67051 -2.88878
Zn3 2.21767 -1.44372 1.97746
Pb1 -2.33806 -1.29571 2.45096
Pb2 -1.83535 -1.99716 -1.45283
S1 -3.09965 0.77432 -3.25030
O1 -3.31436 -0.24255 -4.28850
O2 -1.75706 1.36313 -3.43952
O3 -4.14071 1.77613 -3.39690
O4 -3.19508 0.11375 -1.92998
S2 -4.47047 -2.95162 -0.12532
O5 -4.26742 -4.31443 0.41826
O6 -5.80071 -2.42204 0.13287
O7 -3.41491 -2.02564 0.40445
O8 -4.25869 -2.93946 -1.58635
S3 3.50127 1.53702 2.99869
O9 2.70320 2.63811 2.35822
O10 4.94140 1.76262 2.78186
O11 3.27550 1.44717 4.42905
O12 3.11303 0.28806 2.29984
S4 0.02734 -3.80473 1.31750
O13 -0.91517 -3.40196 2.40077
O14 1.36232 -3.18661 1.57652
O15 0.22313 -5.25492 1.38069
O16 -0.49566 -3.45606 0.00338
S5 0.20946 0.01273 4.21629
O17 -1.24400 -0.30102 4.30415
O18 0.36482 1.37229 3.70325
O19 0.81347 -0.05655 5.54290
O20 0.82536 -0.95235 3.29281
S6 0.37827 -0.93912 -4.44655
O21 1.42089 -1.86330 -4.89354
O22 -0.28652 -1.41937 -3.22782
O23 0.90907 0.43049 -4.09576
O24 -0.59121 -0.75295 -5.53335
S7 0.14267 0.17391 0.11729
O25 0.35861 1.36939 0.92353
O26 0.13153 0.59962 -1.28229
O27 1.31187 -0.69989 0.29210
O28 -1.11947 -0.50314 0.46856
O29 3.70015 -1.97932 0.65727
H1 3.29562 -1.84174 -0.21985
H2 4.63858 -1.83751 0.51777
O30 2.02979 2.09722 -2.20344
H3 2.59328 1.31557 -2.10453
H4 2.61350 2.84957 -2.06222
O31 -0.78893 3.14681 -1.70306
H5 -1.17727 3.98801 -1.96770
H6 -1.42461 2.75313 -1.08416
O32 2.06360 -2.29996 -1.59194
H7 1.82786 -1.68850 -0.85468
H8 1.40077 -2.13228 -2.28670
O33 -1.29758 3.05516 2.47985
H9 -1.94134 3.72667 2.72369
H10 -1.81443 2.34017 2.08243
O34 0.71939 4.09239 0.78011
H11 0.79284 3.69127 -0.10227
H12 0.22976 4.90802 0.64684

## Properties
- charge = -4

Record 2
Below is a structure of composition C27H26FN7ORhSe, with properties calculated with ωB97M-V/def2-TZVPD.

Element x y z (Å)
Rh1 -0.29060 1.39656 1.61531
O1 -0.53472 2.98811 3.03194
C1 -0.89373 4.23702 2.44062
C2 -1.28315 4.13278 0.99409
C3 -1.89605 5.20572 0.35912
C4 -2.08767 5.15887 -1.00736
C5 -1.64394 4.04957 -1.71230
C6 -1.07051 3.01341 -1.00828
N1 -0.91606 3.03812 0.32232
H1 -1.37273 2.51893 3.26153
H2 -0.00550 4.87029 2.50085
H3 -1.67757 4.70811 3.03304
H4 -2.20710 6.06584 0.93673
H5 -2.56637 5.98216 -1.52027
H6 -1.74869 3.98388 -2.78552
H7 -0.72277 2.12155 -1.51284
Se1 0.25587 -0.05921 3.47197
C7 2.16778 0.00518 3.62157
C8 3.03804 -0.57033 2.70488
C9 4.40396 -0.43878 2.90289
N2 4.94684 0.19685 3.93820
C10 4.10855 0.71317 4.83280
C11 2.72550 0.65242 4.71739
H8 2.68283 -1.11734 1.84036
H9 5.09980 -0.87673 2.19384
H10 4.56176 1.21401 5.68120
H11 2.09208 1.11774 5.46064
C12 4.60466 1.23485 -0.91954
N3 3.56941 1.59457 0.04048
C13 3.72712 2.39599 1.14048
C14 2.52221 2.42988 1.76848
N4 1.63807 1.65193 1.06236
C15 2.29594 1.16595 0.02578
H12 5.54026 1.68618 -0.60366
H13 4.34898 1.60359 -1.91065
H14 4.72943 0.15452 -0.94969
H15 4.67107 2.84991 1.38494
H16 2.23933 2.91066 2.68831
H17 1.89706 0.49762 -0.71847
F1 -2.16539 1.27016 2.23160
N5 -1.65241 -4.51137 -2.18203
C16 -2.42665 -5.19355 -3.09667
C17 -2.38492 -6.50179 -3.57385
C18 -3.33707 -6.84211 -4.50956
C19 -4.30005 -5.91770 -4.95903
C20 -4.33619 -4.62798 -4.48187
C21 -3.37989 -4.26268 -3.53026
N6 -3.19144 -3.05579 -2.88722
C22 -2.16851 -3.24409 -2.10004
C23 -1.63179 -2.19577 -1.23517
C24 -0.44829 -2.32347 -0.51373
C25 -0.01412 -1.27671 0.27305
N7 -0.67252 -0.12209 0.35951
C26 -1.84207 -0.00351 -0.30025
C27 -2.33952 -0.99896 -1.10639
H18 -0.91034 -4.90152 -1.62960
H19 -1.64783 -7.21580 -3.23158
H20 -3.34751 -7.84642 -4.91108
H21 -5.02566 -6.23650 -5.69487
H22 -5.07417 -3.91408 -4.82087
H23 0.15118 -3.22248 -0.54320
H24 0.88400 -1.36275 0.87009
H25 -2.40823 0.89679 -0.12832
H26 -3.28004 -0.87341 -1.62216

## Properties
- charge = +1

Record 3
Below is a structure of composition C5H4B4F24LiO in a non-equilibrium geometry, with properties calculated with ωB97M-V/def2-TZVPD.

Element x y z (Å)
Li1 -0.50831 1.23905 -0.72396
B1 0.84007 1.77584 -3.81675
F1 0.38203 0.58051 -4.39741
F2 0.61646 1.85055 -2.41945
F3 2.23315 1.88329 -4.06621
F4 0.18361 2.86089 -4.45017
B2 0.71230 2.80092 1.57724
F5 1.06060 2.85035 0.21591
F6 0.53986 1.44964 1.92654
F7 1.79193 3.37311 2.32244
F8 -0.43002 3.56083 1.86847
B3 -3.34072 1.63865 1.37438
F9 -2.90378 1.67638 2.69750
F10 -2.32138 1.09518 0.50947
F11 -4.48728 0.84338 1.23152
F12 -3.61959 2.96637 0.96057
B4 -3.06203 0.89218 -2.97432
F13 -4.25661 0.40737 -2.41197
F14 -2.84649 0.19173 -4.18729
F15 -3.18047 2.26471 -3.21670
F16 -1.92320 0.68364 -2.12584
C1 2.28498 -2.47576 0.40861
C2 1.05966 -2.82611 -0.46814
C3 0.39477 -1.56435 -1.03116
F17 -0.34097 -0.86093 -0.11879
F18 1.25864 -0.77862 -1.70460
F19 1.58487 -3.45839 -1.59719
F20 0.15202 -3.66561 0.05867
O1 1.78913 -1.66908 1.47917
C4 1.70385 -2.30166 2.69334
C5 1.40612 -1.21979 3.75217
F21 0.25751 -0.59786 3.51728
F22 1.42018 -1.69443 5.02972
F23 0.89327 -3.36211 2.66068
F24 2.95336 -2.77625 3.02391
H1 2.98241 -1.86836 -0.16224
H2 2.81149 -3.38898 0.69600
H3 -0.36080 -1.82502 -1.78744
H4 2.26933 -0.55125 3.65599

## Properties
- charge = -3

Values of M, in order: 1391.1 665.4 586.2, all in g mol⁻¹.
Values of frontier orbital gap, in order: 3.601 7.393 8.845, all in eV.
Values of LUMO, in order: 5.4 -3.0 5.9, all in eV.